No. 1
24
Properties=species:S:1:pos:R:3 method="wB97M-V/def2-TZVPD" e_tot_ha=-1955.14830 relative_energy_ev=1.866 e_lumo_ev="0.622 / -1.753" total_charge=0 homo_energy_ha="-0.1492 / -0.2368" orbital_gap_ev="4.7 / 4.7" multiplicity=6
Fe -1.600 0.010 -0.900
P -3.109 1.276 0.326
O -0.269 -1.316 -0.480
C 2.183 1.847 1.786
C 1.174 2.612 1.096
C 1.441 2.529 -0.328
C -0.395 -3.695 -1.116
C -1.108 -2.489 -0.519
C 2.628 1.736 -0.486
C 2.981 1.187 0.793
H 2.198 1.594 2.847
H 0.382 -4.048 -0.430
H 0.815 2.930 -1.130
H -3.752 2.343 -0.386
H 0.059 -3.483 -2.089
H -1.163 -4.463 -1.227
H -2.004 -2.192 -1.103
H -2.639 1.993 1.474
H 3.772 0.418 0.959
H 0.339 3.106 1.573
H -1.455 -2.672 0.509
H 3.143 1.528 -1.423
H -4.301 0.741 0.888
H 0.682 -1.495 -0.635

***

No. 2
24
Properties=species:S:1:pos:R:3 method="wB97M-V/def2-TZVPD" e_tot_ha=-681.95805 relative_energy_ev=3.667 e_lumo_ev=-5.058 total_charge=+1 homo_energy_ha=-0.4674 orbital_gap_ev=7.7 multiplicity=1 smiles="CCNC[C@@H]1C/[N+]1=C/CI"
I -4.926 0.218 0.119
N -1.355 0.294 1.244
N 1.214 -0.640 -0.284
C -3.296 -1.335 0.795
C -0.017 -0.106 -0.801
C 2.426 0.123 -0.409
C 3.047 0.310 -1.756
C -0.159 1.036 1.495
C -0.676 0.874 0.082
C -2.223 -0.557 1.638
H -1.007 1.813 -0.246
H 0.013 0.589 -1.860
H -2.122 -0.767 2.724
H 4.075 0.737 -1.829
H 2.440 1.123 -2.309
H 2.856 -0.587 -2.419
H 0.738 0.443 1.879
H -0.744 -0.902 -1.076
H -3.877 -2.082 1.340
H 1.425 -1.588 -0.548
H -0.249 2.032 1.935
H 2.201 1.092 0.042
H 3.093 -0.365 0.374
H -2.877 -1.755 -0.129

***

No. 3
24
Properties=species:S:1:pos:R:3 method="wB97M-V/def2-TZVPD" e_tot_ha=-682.04610 relative_energy_ev=1.271 e_lumo_ev=-4.066 total_charge=+1 homo_energy_ha=-0.4872 orbital_gap_ev=9.2 multiplicity=1 smiles="CC(C)=NC(=[NH2+])C(C)(C)I"
I -1.034 1.855 1.909
N -1.605 0.358 -1.248
N 0.507 -0.259 -0.644
C -2.581 -0.746 1.357
C -1.146 -0.308 1.217
C -0.186 -1.168 1.914
C 2.557 -0.485 -1.735
C 1.767 1.838 -0.866
C 1.553 0.370 -1.003
C -0.721 -0.055 -0.313
H -1.416 0.800 -2.126
H 3.388 -0.869 -1.009
H 2.890 -0.012 -2.612
H -2.923 -0.629 2.466
H 1.569 2.145 0.138
H -0.500 -2.336 1.882
H 2.069 -1.463 -2.124
H -3.267 -0.128 0.846
H -2.762 -1.831 1.049
H 2.655 2.254 -1.298
H 1.113 2.464 -1.382
H -2.574 0.148 -1.044
H 0.805 -0.904 1.657
H -0.158 -1.039 2.969

***

No. 4
22
Properties=species:S:1:pos:R:3 method="wB97M-V/def2-TZVPD" e_tot_ha=-329.46710 relative_energy_ev=3.821 e_lumo_ev=-2.630 total_charge=+1 homo_energy_ha=-0.5125 orbital_gap_ev=11.3 multiplicity=1 smiles="C=C(CC)[N+]1(C)CC1"
N 1.133 -0.049 0.032
C -0.477 1.806 -0.497
C -2.989 -0.147 -0.214
C 1.800 0.483 1.263
C 1.352 -1.478 -0.325
C -1.629 -0.419 0.462
C 2.089 -0.463 -1.060
C -0.155 0.585 -0.174
H 1.809 -0.381 -2.149
H 1.250 0.283 2.072
H 2.647 -0.172 1.107
H -1.436 2.192 -0.581
H -1.396 0.067 1.416
H 0.463 -1.991 -0.823
H 0.284 2.540 -0.796
H -3.121 -0.514 -1.225
H 1.727 -2.139 0.504
H 1.838 1.564 1.076
H -1.327 -1.421 0.582
H -3.589 -0.918 0.276
H -3.384 0.816 -0.130
H 3.112 -0.243 -0.817

***

No. 5
22
Properties=species:S:1:pos:R:3 method="wB97M-V/def2-TZVPD" e_tot_ha=-329.50287 relative_energy_ev=2.848 e_lumo_ev=-3.083 total_charge=+1 homo_energy_ha=-0.4930 orbital_gap_ev=10.3 multiplicity=1
N 1.400 0.323 -0.832
C -0.650 -1.017 2.143
C -0.064 1.133 0.920
C 1.090 0.757 -2.213
C 1.002 1.344 0.132
C -1.994 -0.418 -0.035
C 0.774 -1.023 -0.364
C -0.726 -0.221 0.859
H -2.807 0.120 0.513
H 1.373 2.353 0.072
H -0.695 -2.188 2.089
H 1.586 1.737 -2.175
H -0.513 1.763 1.692
H 0.019 0.958 -2.233
H -2.092 -1.461 -0.040
H 2.464 0.183 -0.878
H -1.558 -0.747 2.627
H 1.469 -1.578 0.351
H -1.757 -0.012 -1.040
H 0.110 -1.465 -1.148
H 0.223 -0.682 2.561
H 1.347 0.139 -3.001

***

No. 6
23
Properties=species:S:1:pos:R:3 method="wB97M-V/def2-TZVPD" e_tot_ha=-384.58190 relative_energy_ev=0.114 e_lumo_ev="3.749 / 3.669" total_charge=-1 homo_energy_ha="0.0405 / -0.1826" orbital_gap_ev="2.6 / 8.6" multiplicity=2
N 0.781 -2.878 -0.308
N 2.045 -1.147 0.231
C -0.632 -1.915 -2.112
C -1.364 1.233 -0.065
C 0.513 -1.820 -1.163
C 1.276 -0.743 -0.821
C -0.251 2.012 0.622
C -0.672 2.281 2.067
C 1.725 -2.428 0.485
H -2.274 1.852 -0.083
H -0.369 1.467 2.734
H 1.283 0.234 -1.277
H -0.956 -2.945 -2.269
H -0.174 3.151 2.502
H -0.384 -1.488 -3.085
H -1.278 1.081 -1.148
H -1.752 2.358 2.193
H 0.013 2.903 0.061
H 2.148 -2.940 1.329
H 2.764 -0.599 0.710
H 0.676 1.442 0.684
H -1.524 -1.411 -1.730
H -1.593 0.299 0.441

***

No. 7
23
Properties=species:S:1:pos:R:3 method="wB97M-V/def2-TZVPD" e_tot_ha=-384.62771 relative_energy_ev=0.114 e_lumo_ev=0.860 total_charge=0 homo_energy_ha=-0.3158 orbital_gap_ev=9.5 multiplicity=1 smiles=Cc1c[nH]cn1.CCC
N 1.807 -0.347 0.152
N 0.514 -0.287 -1.645
C 0.288 -1.492 -1.029
C -1.841 2.523 -0.402
C -1.774 0.575 1.261
C 1.080 -1.515 0.080
C 1.232 -2.592 1.092
C 1.450 0.356 -0.887
C -1.812 2.106 1.063
H -2.644 1.989 -0.931
H -0.432 -2.207 -1.383
H -0.929 2.281 -0.955
H 1.768 1.362 -1.113
H -2.650 0.237 1.816
H -0.887 0.298 1.846
H -2.023 3.595 -0.502
H 0.281 -2.871 1.537
H -2.701 2.505 1.551
H -1.693 0.015 0.328
H 1.870 -2.211 1.891
H -0.956 2.581 1.551
H 1.661 -3.528 0.712
H 0.163 0.091 -2.508

***

No. 8
23
Properties=species:S:1:pos:R:3 method="wB97M-V/def2-TZVPD" e_tot_ha=-384.58942 relative_energy_ev=1.156 e_lumo_ev=0.864 total_charge=0 homo_energy_ha=-0.3109 orbital_gap_ev=9.3 multiplicity=1 smiles=Cc1c[nH]cn1.CCC
N -1.775 -0.536 -0.344
N -1.963 0.634 -2.192
C -2.100 -0.563 -1.660
C -1.522 1.434 -1.211
C -1.188 2.857 -1.330
C -1.333 0.734 -0.011
C 1.878 0.057 1.363
C 1.542 -1.148 0.491
C 1.405 -2.414 1.333
H 1.724 0.965 0.762
H 2.448 -1.272 -0.132
H 1.237 0.106 2.255
H -2.021 -1.224 0.358
H -0.628 3.420 -0.573
H 1.248 -2.263 2.397
H -0.518 3.179 -2.155
H -0.641 0.952 0.782
H -2.256 -1.483 -2.189
H 0.592 -3.039 0.937
H 2.195 -3.167 1.214
H -2.070 3.474 -1.505
H 0.856 -0.896 -0.314
H 2.890 0.195 1.721

***

No. 9
23
Properties=species:S:1:pos:R:3 method="wB97M-V/def2-TZVPD" e_tot_ha=-384.55318 relative_energy_ev=2.142 e_lumo_ev=0.919 total_charge=0 homo_energy_ha=-0.3129 orbital_gap_ev=9.4 multiplicity=1 smiles=Cc1c[nH]cn1.CCC
N 1.278 -1.554 -0.572
N 2.980 -0.076 -0.216
C -2.670 2.851 -1.092
C -3.853 0.998 0.040
C 2.282 -0.852 -1.232
C 2.361 -0.404 1.054
C 1.416 -1.390 0.797
C -2.461 1.549 -0.427
C 0.440 -2.111 1.622
H -0.219 -1.423 1.924
H -2.067 0.785 -1.122
H -4.548 1.848 0.237
H -4.307 0.355 -0.778
H -3.734 0.422 0.956
H -2.657 3.808 -0.434
H 0.881 -2.353 2.535
H -1.545 1.597 0.224
H -1.928 3.083 -1.901
H -0.067 -3.007 1.225
H 2.582 -1.007 -2.256
H -3.616 2.954 -1.623
H 2.666 -0.073 2.097
H 3.656 0.568 -0.141

***

No. 10
23
Properties=species:S:1:pos:R:3 method="wB97M-V/def2-TZVPD" e_tot_ha=-384.16447 relative_energy_ev=12.719 e_lumo_ev=0.270 total_charge=0 homo_energy_ha=-0.3057 orbital_gap_ev=8.6 multiplicity=1
N -0.460 1.136 0.177
N -0.691 -1.333 -1.601
C 1.491 0.195 0.933
C 0.142 -0.346 0.596
C -0.438 -1.068 1.756
C 1.843 1.161 -0.382
C -1.832 1.089 -0.191
C 0.364 -0.653 -1.056
C 0.538 0.851 -0.974
H -1.756 -1.405 1.815
H 1.255 0.792 1.918
H -0.416 -0.707 2.857
H 0.263 -2.117 1.654
H 1.351 -1.139 -1.248
H -1.629 1.117 -1.743
H 1.639 2.127 0.062
H 0.392 1.610 -1.844
H -1.466 -1.129 -1.112
H -0.774 -2.016 -2.597
H 2.211 -0.746 0.836
H -2.412 2.156 0.738
H -2.463 -0.498 0.360
H 2.848 0.924 -0.954

***

No. 11
24
Properties=species:S:1:pos:R:3 method="wB97M-V/def2-TZVPD" e_tot_ha=-459.79173 relative_energy_ev=2.371 e_lumo_ev=0.539 total_charge=0 homo_energy_ha=-0.3190 orbital_gap_ev=9.2 multiplicity=1 smiles="[H]/N=C(/C)C(N)=O.C=C(C)C"
O -1.171 -0.953 1.251
N 1.663 -2.051 -0.603
N 1.037 -0.525 1.692
C 0.456 -1.794 -0.359
C -0.220 1.349 -0.223
C -1.634 1.779 0.039
C -0.636 -2.629 -0.948
C 0.833 2.255 0.369
C 0.076 0.611 -1.331
C -0.041 -0.750 0.836
H 1.084 0.534 -1.707
H -1.735 2.570 0.786
H 1.682 -1.280 1.870
H 1.837 1.943 0.089
H -2.153 2.107 -0.863
H -2.256 0.988 0.460
H 0.767 2.236 1.458
H 2.323 -1.423 -0.146
H 0.839 0.088 2.470
H -0.385 -2.899 -1.973
H -1.578 -2.082 -0.930
H -0.700 0.174 -1.942
H 0.675 3.289 0.060
H -0.762 -3.537 -0.355

***

No. 12
26
Properties=species:S:1:pos:R:3 method="wB97M-V/def2-TZVPD" e_tot_ha=-933.25409 relative_energy_ev=1.276 e_lumo_ev=0.802 total_charge=0 homo_energy_ha=-0.3222 orbital_gap_ev=9.6 multiplicity=1 smiles="CNC(=O)O/N=C/C(C)(C)SC"
S -2.558 0.804 -0.780
O 1.600 -0.585 0.053
O 1.932 1.568 0.543
N 3.671 0.259 -0.072
N 0.321 -0.480 0.636
C -0.561 -0.716 -0.252
C -2.595 -1.941 -0.495
C -1.962 -0.693 0.100
C -2.216 -0.646 1.577
C 4.233 -1.036 -0.524
C -1.497 2.167 -0.088
C 2.395 0.502 0.214
H -1.888 0.294 2.078
H -1.930 2.599 0.852
H -2.500 -2.025 -1.596
H -0.244 -0.852 -1.309
H -3.647 -1.924 -0.226
H -0.434 1.962 -0.020
H 5.304 -1.030 -0.185
H 3.673 -1.802 0.002
H 4.242 1.098 -0.313
H -2.099 -2.802 -0.041
H -3.331 -0.751 1.756
H -1.598 2.979 -0.817
H -1.756 -1.527 2.019
H 4.161 -1.197 -1.642